Entry 1:
{
  "formula": "C27H65N2O8",
  "method": "ωB97M-V with the def2-TZVPD basis set",
  "symbols": ["O", "O", "O", "O", "O", "O", "O", "O", "N", "N", "C", "C", "C", "C", "C", "C", "C", "C", "C", "C", "C", "C", "C", "C", "C", "C", "C", "C", "C", "C", "C", "C", "C", "C", "C", "C", "C", "H", "H", "H", "H", "H", "H", "H", "H", "H", "H", "H", "H", "H", "H", "H", "H", "H", "H", "H", "H", "H", "H", "H", "H", "H", "H", "H", "H", "H", "H", "H", "H", "H", "H", "H", "H", "H", "H", "H", "H", "H", "H", "H", "H", "H", "H", "H", "H", "H", "H", "H", "H", "H", "H", "H", "H", "H", "H", "H", "H", "H", "H", "H", "H", "H"],
  "xyz": [[4.5177, 4.8401, -8.0620], [3.7366, 5.3327, -4.2663], [-5.9817, -3.8286, 7.2522], [-4.3735, -1.3730, 4.9594], [5.2726, 2.1959, -5.5084], [2.4955, -3.4929, 1.5198], [-5.0210, 0.5873, -0.1790], [0.9904, 1.2138, -1.2057], [1.2204, 0.0817, -0.3640], [-0.7334, 0.6401, -2.8415], [0.2339, -1.2959, 1.4566], [-0.0083, -0.6260, 0.0954], [-2.4049, 0.4706, 2.5327], [4.6864, 6.2438, -8.2924], [0.1810, 0.8956, -2.1988], [-5.6535, -1.5094, 0.8497], [-7.3701, 0.0108, -0.1825], [4.5799, -3.8654, 2.6982], [-1.9297, -0.6257, 2.4194], [-6.0380, -5.1696, 7.7407], [6.4634, 0.0958, -5.3993], [-7.3920, -5.7844, 7.4230], [6.8895, 1.9329, -3.7338], [-6.0510, -0.0685, 0.5685], [3.0937, -4.1743, 2.6394], [-4.4952, 0.3333, 6.6678], [5.8551, 1.2494, -4.6159], [4.8714, 6.5119, -9.7775], [-1.1553, -1.7675, 1.9312], [-4.9024, -5.9883, 7.1454], [-4.1705, -1.1188, 6.3533], [2.8334, -5.6668, 2.5327], [3.4998, 7.0051, -7.7251], [-2.7410, -1.4652, 6.7387], [1.3864, 4.8507, -4.5754], [2.5946, 4.7495, -3.6556], [2.9021, 3.3023, -3.3042], [1.7629, -5.8692, 2.4877], [2.4086, 5.3228, -2.7458], [-4.9302, 0.1273, -1.0200], [-8.1762, -0.4567, 0.3837], [-6.0910, -3.8567, 6.2950], [5.5912, 6.5299, -7.7550], [6.4375, 2.7588, -3.1825], [-4.8583, -1.7716, 6.8880], [3.9900, 6.1882, -10.3379], [2.6027, -3.7799, 3.5296], [-7.5535, -5.8170, 6.3419], [-4.7049, -1.5458, 1.3889], [-2.9450, 1.3817, 2.6376], [-3.7710, -0.8046, 4.4666], [1.8397, -0.5505, -0.8820], [5.9735, 2.5451, -6.0699], [2.9135, -3.8309, 0.7197], [6.8890, -0.6563, -4.7329], [3.3895, 6.7891, -6.6609], [-2.5252, -2.5084, 6.5022], [5.7099, -0.3805, -6.0274], [1.1853, 5.8920, -4.8265], [3.7238, 4.5608, -8.5300], [3.9352, 4.8374, -5.0722], [-8.1944, -5.1851, 7.8535], [0.4933, 4.4267, -4.1106], [-2.5682, -1.3072, 7.8038], [-4.3744, 0.5450, 7.7308], [3.6180, 8.0820, -7.8503], [-3.8395, 1.0051, 6.1042], [-1.6683, -2.1892, 1.0649], [3.1349, 2.7360, -4.2092], [-6.1341, 0.4756, 1.5101], [0.6121, -0.5571, 2.1653], [7.2546, 0.4582, -6.0597], [-6.4097, -2.0205, 1.4456], [2.0597, 2.8243, -2.7975], [-2.0319, -0.8481, 6.1767], [-5.5214, 0.5654, 6.3816], [5.0319, 7.5731, -9.9705], [-0.3113, -1.3904, -0.6131], [-7.2908, -0.4920, -1.1504], [5.7251, 5.9546, -10.1641], [7.6936, 2.3521, -4.3429], [-5.5214, -2.0589, -0.0874], [-3.9391, -5.5331, 7.3799], [0.9111, -2.1462, 1.3528], [-7.6380, 1.0494, -0.3769], [-1.0829, -2.5281, 2.7041], [3.2520, -6.2000, 3.3856], [-5.9121, -5.1030, 8.8218], [5.0361, 0.8763, -3.9952], [3.7786, 3.2460, -2.6553], [5.0477, -4.3477, 3.5556], [3.2803, -6.0704, 1.6201], [-7.4676, -6.8000, 7.8138], [1.7023, 0.4653, 0.4544], [5.0806, -4.2138, 1.7907], [-4.9891, -6.0263, 6.0558], [7.3277, 1.2333, -3.0197], [-4.9074, -7.0097, 7.5281], [-0.8119, 0.0999, 0.2273], [4.7482, -2.7900, 2.7708], [2.5712, 6.7001, -8.2167], [1.5748, 4.3197, -5.5123]],
  "de_lowest_kcal_mol": 51.3,
  "fmax_ev_per_a": 1.2,
  "charge": 1,
  "homo_energy_ha": -0.4261
}

***

Entry 2:
{
  "formula": "C4H8BClNO4",
  "method": "ωB97M-V with the def2-TZVPD basis set",
  "symbols": ["Cl", "O", "O", "O", "O", "N", "C", "C", "C", "C", "B", "H", "H", "H", "H", "H", "H", "H", "H"],
  "xyz": [[-0.9060, -2.2491, -1.1477], [1.0625, 1.3138, -1.5052], [-0.0717, 0.7673, 0.5206], [2.9160, -1.4825, 1.1899], [0.8151, -2.2678, 1.3902], [0.7351, -1.8985, -1.5524], [1.4402, -1.0488, -0.5788], [1.7326, -1.6715, 0.8099], [-2.2218, 1.4093, 1.3243], [-1.3296, 1.2858, 0.0988], [0.7677, 0.3851, -0.4990], [-1.2114, 2.2437, -0.4104], [-1.7997, 0.6061, -0.6133], [-2.9947, 2.1623, 1.1848], [-2.6900, 0.4515, 1.5299], [1.7078, 1.9660, -1.2240], [-1.5965, 1.6876, 2.1680], [2.4181, -0.8850, -1.0321], [1.2263, -2.7755, -1.6533]],
  "smiles": "CCOB(O)[C@H](NCl)C(=O)[O-]",
  "de_lowest_kcal_mol": 0.0,
  "fmax_ev_per_a": 0.8,
  "charge": -1,
  "homo_energy_ha": -0.1427
}

***

Entry 3:
{
  "formula": "C8H10NO2",
  "method": "ωB97M-V with the def2-TZVPD basis set",
  "symbols": ["O", "O", "N", "C", "C", "C", "C", "C", "C", "C", "C", "H", "H", "H", "H", "H", "H", "H", "H", "H", "H"],
  "xyz": [[-0.6525, -1.7694, 0.0512], [-1.3993, -2.0361, -2.1214], [1.0279, 0.6383, -2.1005], [-0.1948, 0.3955, -1.3817], [-0.3269, -0.6788, 0.7843], [0.4294, 1.5113, 2.2143], [0.1438, 0.3420, 2.9420], [0.3466, 1.6492, 0.8232], [-0.4340, -1.6530, -1.2560], [-0.0850, 0.4969, 0.1523], [-0.1953, -0.8030, 2.1746], [1.6280, -0.0153, -1.6363], [0.5334, -2.0790, -1.5303], [0.1914, 2.6689, 0.3087], [-0.4166, -1.7581, 2.5258], [-1.0297, 0.7059, -1.9418], [-2.3720, -2.0235, -1.6339], [0.7415, 0.2913, -3.0688], [1.4130, 1.6018, -2.2048], [0.2164, 0.1269, 3.9739], [0.4345, 2.3884, 2.9252]],
  "de_lowest_kcal_mol": 72.1,
  "fmax_ev_per_a": 7.1,
  "s2": 2.016,
  "charge": 1,
  "spin_multiplicity": 3,
  "homo_energy_ha": [-0.3053, -0.4645]
}

***

Entry 4:
{
  "formula": "C33H52IrN3O3P2",
  "method": "ωB97M-V with the def2-TZVPD basis set",
  "symbols": ["Ir", "P", "P", "O", "O", "O", "N", "N", "N", "C", "C", "C", "C", "C", "C", "C", "C", "C", "C", "C", "C", "C", "C", "C", "C", "C", "C", "C", "C", "C", "C", "C", "C", "C", "C", "C", "C", "C", "C", "C", "C", "C", "H", "H", "H", "H", "H", "H", "H", "H", "H", "H", "H", "H", "H", "H", "H", "H", "H", "H", "H", "H", "H", "H", "H", "H", "H", "H", "H", "H", "H", "H", "H", "H", "H", "H", "H", "H", "H", "H", "H", "H", "H", "H", "H", "H", "H", "H", "H", "H", "H", "H", "H", "H"],
  "xyz": [[-0.1445, 0.1806, 0.7352], [2.0308, -0.6019, 0.0359], [-2.4996, 0.3859, 0.8169], [-0.2781, -1.4900, 2.4591], [1.0992, -2.5775, 3.8918], [0.4940, 2.4273, 2.6048], [0.1678, 1.3276, -0.9126], [1.9350, 0.0628, 4.1748], [-0.7571, -1.4019, -0.6810], [1.0759, 1.2688, -5.6767], [0.7234, 0.7391, -1.9233], [-4.9072, 0.2361, 2.3501], [0.8460, 3.4158, -4.5700], [4.7766, 0.1061, 0.4859], [0.9393, 0.6172, -4.4509], [1.2744, -0.6866, -1.7209], [0.6681, 2.7688, -3.3447], [3.5344, 0.5737, -0.2859], [0.0857, -1.6112, -1.7038], [0.7707, 1.3685, -3.2731], [-0.2270, -2.5425, -2.6854], [1.5281, -3.3512, 0.4525], [-4.7979, 1.2382, -0.6184], [2.6804, -2.3315, 0.3936], [0.4210, -1.6056, 3.5310], [3.6685, -2.7568, -0.7125], [0.2288, 1.5270, 1.8973], [-3.4080, 0.5545, 2.4618], [-1.9890, -1.9245, -0.6616], [-2.6865, 1.1769, -1.9097], [-2.3279, -2.9197, -1.5747], [3.1585, 1.9711, 0.2291], [-2.9566, -1.3530, 0.3439], [1.0468, 2.6654, -5.7355], [-3.2826, 1.4735, -0.5183], [-2.9688, 2.9441, -0.1944], [0.5544, -0.4033, 4.4787], [-1.4569, -3.1973, -2.6204], [-2.8270, -0.4679, 3.4444], [3.9134, 0.6955, -1.7739], [-3.1939, 1.9704, 3.0260], [3.3253, -2.3242, 1.7960], [-2.1509, 2.3055, 2.9415], [4.7992, 1.3444, -1.8439], [1.1936, 3.1622, -6.6924], [5.1772, -0.8458, 0.1163], [4.5939, 0.0274, 1.5650], [1.2093, 0.6705, -6.5772], [-3.3976, 1.5026, -2.6838], [1.9672, -4.3376, 0.6707], [0.8333, 4.5039, -4.6126], [3.9981, 2.6518, 0.0181], [0.8242, -3.1013, 1.2583], [-0.1562, 0.4007, 4.3156], [2.9923, 1.9754, 1.3157], [3.8067, -2.0265, -1.5180], [-3.4518, 1.9560, 4.0949], [2.5886, -0.7021, 4.3952], [0.4782, 3.3308, -2.4250], [2.8443, -1.5736, 2.4462], [-5.2568, -0.0766, 3.3426], [2.1782, 0.8828, 4.7354], [2.2646, 2.3622, -0.2709], [0.9636, -0.4726, -4.3930], [-5.1808, 1.8164, -1.4715], [-3.4585, 3.2914, 0.7219], [-3.8454, 2.7076, 2.5411], [3.1425, -3.2896, 2.2825], [0.9929, -3.4311, -0.4993], [-5.0406, 0.1850, -0.8067], [-3.9748, -1.3735, -0.0617], [1.9949, -0.9882, -2.4836], [4.4057, -2.1552, 1.7786], [-1.7480, 1.7234, -2.0505], [-2.4900, 0.1130, -2.0695], [0.5146, -0.7228, 5.5196], [-2.9582, -1.9816, 1.2452], [-5.3407, 1.5808, 0.2653], [2.0314, 0.3242, 3.1766], [-3.3037, -3.3832, -1.4696], [4.1882, -0.2577, -2.2399], [3.1275, 1.1741, -2.3666], [-1.8842, 3.0968, -0.1034], [-2.9807, -1.5003, 3.1123], [-3.3239, -0.3473, 4.4179], [0.4940, -2.7196, -3.4815], [-1.7590, -0.3129, 3.5980], [-5.1151, -0.5963, 1.6669], [3.3097, -3.6785, -1.1905], [-1.7291, -3.9115, -3.3926], [4.6552, -2.9879, -0.2912], [-3.3251, 3.5668, -1.0296], [5.5681, 0.8599, 0.3507], [-5.5042, 1.1094, 2.0717]],
  "fmax_ev_per_a": 7.7,
  "s2": 8.788,
  "charge": 3,
  "spin_multiplicity": 6,
  "homo_energy_ha": [-0.5385, -0.6266]
}

***

Entry 5:
{
  "formula": "C4H8O2",
  "method": "ωB97M-V with the def2-TZVPD basis set",
  "symbols": ["O", "O", "C", "C", "C", "C", "H", "H", "H", "H", "H", "H", "H", "H"],
  "xyz": [[-2.1011, -0.1244, -0.0532], [2.3837, 0.8209, 0.5398], [1.4217, -0.1852, 0.2623], [0.0731, 0.1775, 0.7278], [-1.4739, 0.8732, -0.7956], [-0.9569, -0.9009, 0.3659], [1.6127, -1.1327, 0.8307], [-1.2244, -1.5221, 1.2340], [-0.6756, -1.5795, -0.4764], [-2.0970, 1.7697, -0.8950], [1.4473, -0.4963, -0.8092], [-1.0230, 0.5359, -1.7465], [3.2336, 0.5182, 0.1694], [-0.5413, 1.1931, 0.0092]],
  "de_lowest_kcal_mol": 135.7,
  "fmax_ev_per_a": 0.8,
  "charge": 0,
  "homo_energy_ha": -0.2995
}

***

- Which formula does entry 2 have?
  C4H8BClNO4